[1]
Density functional theory data (ωB97M-V/def2-TZVPD) for a gas-phase ion, C5H14N3O3 (charge +1).

Element x y z (Å)
C -0.343037 -0.633462 -0.398860
C -0.059980 0.464897 2.692021
C 1.633298 1.974365 1.912635
C -1.629568 -1.976531 -2.777837
C 0.597286 0.540506 0.266311
N 1.043380 1.362460 -0.661869
N -0.759886 0.011696 -1.657924
N 0.668699 0.937001 1.501182
O 0.695196 -1.523982 -0.767553
O -1.342049 -1.268697 0.239013
O -0.713157 -0.892180 -2.733725
H -0.128694 1.318219 3.308457
H -0.986498 0.002880 2.410013
H 0.514103 -0.244049 3.380289
H 1.913283 1.937582 2.999575
H 2.534075 1.919949 1.275992
H 1.218243 3.071913 1.862442
H -1.182754 -2.639018 -3.558223
H -2.747497 -1.663857 -3.066937
H -1.482989 -2.413352 -1.776667
H 1.793680 2.065389 -0.487560
H 0.835332 0.883054 -1.597957
H -1.621558 0.483841 -1.452173
H 0.604514 -1.794171 -1.713094
H -1.053418 -1.924453 0.802449

Atoms 1-6, force components in eV/Å:
C 4.174 1.260 -1.297
C 0.925 -1.251 -0.618
C 0.270 1.820 0.141
C -1.352 -0.160 0.029
C -3.285 -5.693 -3.254
N 2.019 1.955 -3.073

Values from the calculation:
Net charge: +1
Spin multiplicity: 3
<S²>: 2.008



[2]
Density functional theory data (ωB97M-V/def2-TZVPD) for a molecular structure, C5H14N4.

Element x y z (Å)
C 0.223245 -0.187414 -1.566424
C 2.138491 0.497695 0.242594
C 1.621409 0.491948 1.594855
N 1.367478 -0.693262 -0.753638
C -1.330158 -0.443274 0.418199
C -1.000727 0.156728 -0.762090
N -0.412618 -1.232863 1.097355
N -2.518885 -0.098978 1.068733
N -1.948004 1.057714 -1.359766
H 2.063846 -1.126384 -1.355605
H -0.835790 -1.718048 1.880431
H 0.912570 -1.385716 -0.037768
H -2.921458 -0.838715 1.624623
H -3.177278 0.352082 0.446636
H -2.180962 0.809093 -2.315133
H -1.642175 2.025326 -1.349236
H 0.004129 -0.974700 -2.305352
H 0.554988 0.695775 -2.123794
H 3.170463 0.167620 0.118435
H 1.935788 1.389517 -0.349586
H 1.185573 1.431685 1.920892
H 2.279879 0.039071 2.331583
H 0.510196 -0.414900 1.534056

Atoms 1-6, force components in eV/Å:
C -0.013 -0.073 0.091
C -0.342 -0.731 -0.818
C -0.746 -0.538 0.266
N -0.266 0.048 1.266
C 0.426 0.116 0.134
C -0.039 -0.079 0.226

Values from the calculation:
Relative energy (zero: lowest compared OMol25 entry of this formula, charge and spin): 66.7 kcal per mole



[3]
Density functional theory data (ωB97M-V/def2-TZVPD) for 2 unconnected molecules or ions with the total composition C5H14N4.

Element x y z (Å)
C -2.634202 -1.357262 -0.355867
C 8.553175 -0.004687 1.040270
C -3.317514 2.288832 0.050122
C -1.288776 -2.023454 0.094532
C -4.660096 -0.110674 -0.774013
N 8.805225 0.240013 -1.365514
N 8.640651 0.201755 -0.284177
N -2.745455 0.956089 0.225764
N -3.313250 -0.159287 -0.267149
H -3.195730 -2.056188 -0.762628
H 7.435165 0.059242 1.292219
H 8.627208 -1.110130 1.071117
H 9.106732 0.804697 1.485080
H -2.723328 2.609388 -0.851706
H -4.494206 2.469220 0.009288
H -2.914662 2.990327 0.854042
H -0.646803 -1.342781 0.753277
H -1.365506 -3.055951 0.353089
H -0.746525 -2.299725 -0.758317
H -4.797753 0.604364 -1.565997
H -5.142104 -1.145075 -1.028491
H -5.171986 0.470696 -0.099032
H -2.010252 0.970585 0.884090

Atoms 1-6, force components in eV/Å:
C 1.255 3.999 2.271
C -3.433 -1.186 2.110
C 0.076 2.011 -0.779
C -0.518 3.794 0.921
C -0.955 -1.439 -1.573
N -0.216 0.264 0.615

Values from the calculation:
Net charge: +2
Relative energy (zero: lowest compared OMol25 entry of this formula, charge and spin): 112.4 kcal per mole



[4]
Density functional theory data (ωB97M-V/def2-TZVPD) for a molecular structure, C5H14N4O.

Element x y z (Å)
C -1.127789 -0.794231 1.540572
C -0.639542 -1.195541 0.173329
N -2.145756 0.035925 -1.003020
N 0.307669 -2.237097 0.147693
N -1.301186 -0.993457 -0.946789
H -2.369069 0.168569 -1.990010
H -1.417306 1.091018 -0.668589
H 0.221154 -2.884721 0.920375
H 0.295905 -2.723909 -0.739848
H -1.978623 -1.426373 1.813150
H -1.465449 0.237837 1.561099
H -0.346417 -0.903257 2.289970
C 1.227437 0.363456 -1.697974
C 1.689248 0.650878 0.790093
C 0.737305 0.807175 -0.351326
O -0.497305 2.340128 0.863064
N -0.236869 1.706994 -0.390233
H -0.884108 3.183291 0.597095
H 0.469952 0.496770 -2.468108
H 2.112966 0.947284 -1.971208
H 1.294724 1.061835 1.714158
H 2.626904 1.159936 0.550968
H 1.911233 -0.408458 0.923593
H 1.514920 -0.684052 -1.658056

Atoms 1-6, force components in eV/Å:
C 0.195 0.426 -0.160
C -1.430 -0.655 -0.785
N 0.429 2.262 0.829
N 0.165 -0.038 0.081
N 1.684 -0.489 0.657
H -0.027 -0.055 0.180

Values from the calculation:
Relative energy (zero: lowest compared OMol25 entry of this formula, charge and spin): 96.9 kcal per mole



Computed max |F|, in the same sequence as the records: 8.8 1.3 6.6 2.5 eV/Å.
Computed electronic energy, in the same sequence as the records: -588.371649 -417.822214 -417.152436 -493.043042 Ha.